No. 1
Below is a 11-piece molecular cluster, C37H67F2IN3O12S4 overall, with properties calculated with ωB97M-V/def2-TZVPD.

Each line ends with the Mulliken charge.
Geometry (Å):
1 C 2.97 -0.34 -5.03  -0.956
2 C 3.09 1.14 -4.37  0.692
3 O 4.21 1.53 -4.01  -0.453
4 N 1.92 1.93 -4.28  0.286
5 H 1.25 1.82 -5.25  0.496
6 H 1.28 1.68 -3.37  0.072
7 C 2.29 3.29 -3.75  -1.383
8 H 2.02 -0.76 -4.92  0.158
9 H 3.65 -0.99 -4.56  0.311
10 H 3.37 -0.14 -6.12  0.341
11 H 1.56 3.92 -3.62  0.579
12 H 2.81 3.89 -4.45  0.566
13 H 2.93 3.48 -2.93  0.415
14 C -0.78 1.25 0.64  -2.470
15 C -0.24 -0.14 0.49  0.247
16 O -0.68 -1.13 1.02  -0.081
17 N 0.80 -0.24 -0.62  1.328
18 H 0.97 -1.08 -1.03  -0.356
19 H 0.43 0.65 -1.26  -0.101
20 C 2.16 0.21 -0.20  -1.243
21 H -0.11 2.02 0.56  0.892
22 H -1.48 1.28 1.35  0.769
23 H -1.39 1.49 -0.15  0.538
24 H 2.47 -0.38 0.73  -0.058
25 H 2.21 1.13 -0.10  0.698
26 H 2.70 0.05 -1.11  0.632
27 C -2.11 3.35 -4.72  -0.915
28 C -2.41 1.84 -4.73  0.697
29 O -3.60 1.45 -4.93  -0.470
30 N -1.24 0.93 -4.43  0.242
31 H -0.73 1.14 -5.27  0.383
32 H -0.72 1.25 -3.45  0.130
33 C -1.58 -0.61 -4.32  -0.889
34 H -2.72 3.99 -4.04  0.356
35 H -1.72 3.77 -5.54  0.498
36 H -1.17 3.43 -4.38  0.002
37 H -0.80 -1.02 -4.89  0.360
38 H -2.39 -0.77 -4.90  0.545
39 H -2.14 -0.85 -3.31  0.208
40 I 1.27 -3.06 -2.74  -0.712
41 O 0.16 1.59 -2.19  -0.968
42 H 0.09 2.52 -1.72  -0.323
43 F -5.67 -3.03 6.05  -0.304
44 C -4.69 -2.84 5.16  0.092
45 C -3.76 -3.90 4.72  -0.648
46 C -2.67 -3.59 3.92  0.131
47 C -2.61 -2.26 3.49  1.017
48 C -3.39 -1.23 3.83  -0.484
49 C -4.48 -1.53 4.80  -0.681
50 H -3.86 -4.81 5.13  0.645
51 H -1.81 -4.42 3.73  -0.066
52 H -1.47 -1.92 3.12  -0.769
53 H -3.18 -0.23 3.50  0.579
54 H -5.23 -0.81 4.77  0.419
55 F -4.23 -7.18 1.88  -0.314
56 C -3.17 -6.47 1.46  0.177
57 C -1.82 -7.07 1.55  -0.287
58 C -0.68 -6.47 1.08  -0.470
59 C -0.74 -5.04 0.68  -0.151
60 C -2.11 -4.49 0.68  0.079
61 C -3.19 -5.11 1.13  -0.136
62 H -1.56 -8.27 1.78  0.178
63 H 0.23 -6.99 1.24  0.472
64 H 0.25 -4.47 0.49  0.244
65 H -2.06 -3.39 0.34  -0.126
66 H -4.20 -4.68 1.30  0.317
67 C 1.16 -2.95 4.46  -0.225
68 C 1.94 -2.17 3.52  -0.150
69 C 2.37 -3.06 2.49  -0.170
70 S 2.50 -4.60 3.19  1.234
71 O 3.69 -4.61 4.03  -0.772
72 O 2.40 -5.59 2.16  -0.680
73 C 1.11 -4.46 4.04  -0.499
74 H 0.14 -2.46 4.43  -0.003
75 H 1.66 -2.77 5.46  0.301
76 H 2.86 -1.75 4.08  0.304
77 H 1.56 -1.20 3.01  -0.078
78 H 3.36 -2.83 2.08  0.420
79 H 1.59 -3.04 1.61  -0.269
80 H 1.07 -5.20 4.74  0.711
81 H 0.58 -4.63 3.11  -0.106
82 C -1.03 7.16 0.85  -0.955
83 C -0.20 6.25 1.69  -0.726
84 C 0.73 5.65 0.78  -0.676
85 S -0.27 5.23 -0.60  1.206
86 O -1.02 4.06 -0.37  -0.528
87 O 0.46 5.27 -1.88  -0.770
88 C -1.38 6.53 -0.41  -0.575
89 H -0.63 8.10 0.75  0.487
90 H -1.86 7.53 1.45  0.375
91 H -0.92 5.39 1.93  0.183
92 H 0.28 6.71 2.41  0.557
93 H 1.15 4.84 1.32  0.292
94 H 1.52 6.31 0.50  0.443
95 H -2.44 6.18 -0.47  0.379
96 H -1.02 7.22 -1.27  0.304
97 C -5.35 -0.07 -1.13  -0.706
98 C -4.65 -0.01 0.20  -0.495
99 C -4.67 1.24 0.62  -0.180
100 S -6.34 1.77 0.38  1.152
101 O -6.25 3.10 -0.21  -0.679
102 O -7.12 1.63 1.57  -0.666
103 C -6.66 0.54 -0.79  -0.714
104 H -5.46 -1.11 -1.51  0.322
105 H -4.81 0.41 -1.89  0.329
106 H -3.77 -0.39 -0.05  0.433
107 H -5.30 -0.62 1.03  0.042
108 H -3.90 1.82 0.06  0.052
109 H -4.28 1.49 1.69  0.277
110 H -7.20 1.07 -1.60  0.446
111 H -7.28 -0.24 -0.39  0.373
112 C 8.19 -0.60 0.43  -0.634
113 C 7.67 0.65 1.03  -0.657
114 C 6.40 0.99 0.51  -0.494
115 S 6.43 0.54 -1.23  1.196
116 O 6.53 1.74 -2.04  -0.701
117 O 5.37 -0.43 -1.42  -0.600
118 C 7.99 -0.33 -1.12  -0.721
119 H 7.51 -1.17 0.94  0.305
120 H 9.08 -0.89 0.84  0.470
121 H 8.55 1.43 1.05  0.207
122 H 7.20 0.46 1.96  0.314
123 H 5.95 2.04 0.70  0.395
124 H 5.62 0.47 0.96  0.256
125 H 8.95 0.19 -1.84  0.260
126 H 7.71 -1.17 -1.69  0.425

The total charge is +1. The multiplicity is 1. The value obtained for the energy relative to the best compared isomer or geometry (same formula, charge and spin) is 4.0611 eV. The calculation puts the HOMO energy at -9.4 eV.

No. 2
Below is a 9-piece molecular cluster, C37H69FN10O3S overall, with properties calculated with ωB97M-V/def2-TZVPD.

Each line ends with the Mulliken charge.
Geometry (Å):
1 N -2.67 3.23 0.88  -0.663
2 C -1.67 3.46 -0.16  -0.551
3 C -2.00 4.73 -0.95  -0.901
4 N -1.12 5.87 -0.65  0.130
5 C -1.06 6.88 -1.73  -1.168
6 C -2.28 7.77 -1.97  -0.280
7 C -3.43 7.13 -2.77  -0.481
8 O -4.49 6.67 -1.93  -0.581
9 S -1.28 6.52 0.85  1.129
10 O -0.76 5.65 1.84  -0.575
11 O -0.85 7.87 0.81  -0.649
12 F -2.83 6.53 1.03  -0.242
13 H -2.50 2.32 1.29  0.045
14 H -3.56 3.11 0.38  0.397
15 H -1.60 2.60 -0.83  0.360
16 H -0.68 3.59 0.28  0.447
17 H -3.04 4.97 -0.75  0.459
18 H -1.87 4.51 -2.01  0.571
19 H -0.84 6.34 -2.65  0.463
20 H -0.20 7.51 -1.54  0.499
21 H -2.69 8.19 -1.06  0.303
22 H -1.92 8.61 -2.57  0.360
23 H -3.05 6.33 -3.40  0.253
24 H -3.86 7.91 -3.41  0.391
25 H -4.56 5.72 -2.01  0.301
26 C 2.21 2.11 1.27  -1.050
27 C 1.91 0.72 1.81  -0.153
28 C 1.69 -0.30 0.69  1.271
29 C 0.54 0.08 -0.14  -0.009
30 N -0.38 0.37 -0.76  -0.509
31 H 1.38 2.50 0.69  0.037
32 H 2.40 2.81 2.09  0.485
33 H 3.10 2.09 0.63  0.173
34 H 1.03 0.75 2.45  -0.004
35 H 2.74 0.37 2.43  0.384
36 H 1.49 -1.29 1.10  -0.987
37 H 2.57 -0.36 0.05  0.449
38 C 1.58 -1.99 5.72  -1.575
39 C 1.23 -2.09 4.24  0.064
40 C 2.24 -2.94 3.45  1.338
41 C 3.58 -2.36 3.50  0.138
42 N 4.63 -1.90 3.51  -0.626
43 H 2.54 -1.49 5.87  0.366
44 H 0.83 -1.41 6.25  0.421
45 H 1.64 -2.97 6.18  0.347
46 H 1.18 -1.09 3.81  -0.192
47 H 0.25 -2.54 4.13  0.412
48 H 1.93 -3.00 2.41  -1.120
49 H 2.28 -3.96 3.85  0.421
50 C -4.33 -1.49 1.50  -0.770
51 C -4.76 -1.02 2.88  -0.520
52 C -4.05 0.30 3.22  -0.319
53 C -2.60 0.15 3.20  0.192
54 N -1.46 0.08 3.13  -0.403
55 H -3.26 -1.72 1.47  0.192
56 H -4.87 -2.39 1.21  0.389
57 H -4.54 -0.72 0.76  0.057
58 H -4.55 -1.78 3.63  0.322
59 H -5.84 -0.84 2.90  0.356
60 H -4.35 0.70 4.19  0.354
61 H -4.31 1.04 2.46  0.162
62 C -0.01 -4.55 0.61  0.418
63 C -0.45 -6.00 0.66  -0.571
64 C -0.99 -6.40 2.04  -0.683
65 C 0.03 -6.23 3.07  0.349
66 N 0.84 -6.08 3.88  -0.473
67 H 0.80 -4.37 1.32  -0.400
68 H 0.34 -4.29 -0.38  -0.428
69 H -0.84 -3.87 0.87  0.392
70 H 0.39 -6.65 0.40  0.256
71 H -1.22 -6.18 -0.09  0.448
72 H -1.31 -7.45 2.04  0.373
73 H -1.86 -5.79 2.31  0.317
74 C -0.27 -2.11 -4.30  -1.327
75 C 1.05 -2.15 -3.56  -0.080
76 C 1.76 -3.51 -3.67  -0.273
77 C 0.95 -4.57 -3.07  0.244
78 N 0.29 -5.37 -2.58  -0.470
79 H -0.98 -2.83 -3.89  0.360
80 H -0.72 -1.12 -4.21  0.356
81 H -0.14 -2.33 -5.36  0.332
82 H 0.88 -1.91 -2.51  -0.043
83 H 1.72 -1.38 -3.95  0.403
84 H 2.72 -3.48 -3.14  0.071
85 H 1.96 -3.76 -4.71  0.428
86 C -6.40 -0.09 -1.71  -1.020
87 C -6.12 0.50 -3.09  -0.527
88 C -4.68 0.99 -3.23  -0.371
89 C -4.37 2.05 -2.26  0.098
90 N -4.13 2.88 -1.50  -0.380
91 H -6.27 0.67 -0.94  0.288
92 H -7.43 -0.45 -1.64  0.393
93 H -5.73 -0.92 -1.50  0.240
94 H -6.81 1.33 -3.29  0.320
95 H -6.31 -0.26 -3.86  0.336
96 H -4.50 1.39 -4.23  0.321
97 H -3.97 0.18 -3.07  0.207
98 C 6.26 4.67 -0.78  -1.028
99 C 6.97 3.39 -1.21  -0.416
100 C 6.26 2.68 -2.37  -0.459
101 C 4.90 2.30 -2.01  0.271
102 N 3.83 2.01 -1.68  -0.395
103 H 5.26 4.46 -0.41  0.261
104 H 6.81 5.15 0.03  0.323
105 H 6.19 5.37 -1.61  0.297
106 H 7.04 2.70 -0.36  0.291
107 H 7.99 3.62 -1.51  0.308
108 H 6.80 1.78 -2.66  0.269
109 H 6.21 3.33 -3.24  0.289
110 C 3.69 -6.12 1.55  -1.149
111 C 4.06 -4.86 0.78  0.042
112 C 3.63 -4.91 -0.69  0.756
113 C 4.28 -6.01 -1.41  0.137
114 N 4.79 -6.88 -1.97  -0.541
115 H 4.20 -6.99 1.15  0.488
116 H 3.97 -6.02 2.60  0.378
117 H 2.61 -6.31 1.51  0.040
118 H 5.13 -4.69 0.85  0.478
119 H 3.57 -4.00 1.24  -0.363
120 H 3.90 -3.98 -1.19  0.319
121 H 2.55 -5.04 -0.77  -0.611

The structure (SMILES) is NCCN(CCCO)S(=O)(=O)F.CCCC#N.CCCC#N.CCCC#N.CCCC#N.CCCC#N.CCCC#N.CCCC#N.CCCC#N. The multiplicity is 1. The calculation puts the HOMO energy at -8.8 eV.

Electronic energy across the listed records, respectively: -4606.41447 -2722.49585 a.u..
Frontier orbital gap across the listed records, respectively: 0.1919 0.3303 hartree.
Maximum force across the listed records, respectively: 10.116 1.067 eV/A.